Entry 1:
Density functional theory data (the ωB97M-V functional and the def2-TZVPD basis) for a cluster of 8 separate species, C13H26FN7O14 in total in a non-equilibrium geometry.

```
! wB97M-V def2-TZVPD RIJCOSX def2/J DEFGRID3
* xyz 0 1
C 1.762 7.187 1.835
N 1.411 6.662 3.211
O 1.599 7.485 4.075
O 0.700 5.596 3.337
H 1.479 6.501 1.036
H 2.811 7.483 1.842
H 1.271 8.158 1.780
C 0.175 1.025 1.832
N -0.076 1.453 0.391
O -0.808 2.482 0.263
O 0.483 0.875 -0.537
H -0.135 1.810 2.521
H 1.226 0.784 1.995
H -0.471 0.157 1.970
C 3.240 -1.102 6.161
N 3.539 -2.150 5.161
O 4.696 -2.532 5.035
O 2.632 -2.528 4.446
H 3.201 -0.137 5.655
H 3.894 -1.117 7.033
H 2.164 -1.177 6.323
C -5.848 -3.835 2.399
N -5.077 -2.838 2.914
O -4.308 -2.249 2.196
O -5.127 -2.636 4.101
H -5.841 -4.642 3.131
H -5.401 -4.151 1.457
H -6.877 -3.505 2.257
C 0.838 -4.424 -1.500
N -0.655 -4.592 -1.498
O -1.215 -4.890 -2.554
O -1.234 -4.376 -0.438
H 1.160 -5.322 -2.027
H 1.259 -4.464 -0.495
H 1.192 -3.524 -2.003
C 6.935 -2.336 0.801
N 6.160 -1.216 0.174
O 6.805 -0.238 -0.290
O 4.898 -1.320 0.101
H 6.290 -3.003 1.374
H 7.384 -1.630 1.499
H 7.547 -2.826 0.043
C 3.933 1.045 -4.613
N 4.092 2.250 -5.582
O 3.957 2.074 -6.789
O 4.368 3.312 -5.106
H 2.855 1.184 -4.538
H 4.383 1.133 -3.623
H 4.325 0.189 -5.162
F -6.768 -1.433 -2.073
C -6.390 -0.305 -2.753
C -7.348 0.507 -3.495
C -6.952 1.625 -4.198
C -5.547 1.980 -4.094
C -4.569 1.244 -3.423
C -5.028 0.000 -2.855
H -8.367 0.201 -3.684
H -7.564 2.310 -4.766
H -5.177 2.807 -4.683
H -3.546 1.565 -3.295
H -4.333 -0.589 -2.276
*
```

Calculated values
energy above the lowest of the compared OMol25 structures with the same formula, charge and spin: 2.927 eV
structure (SMILES): C[N+](=O)[O-].C[N+](=O)[O-].C[N+](=O)[O-].C[N+](=O)[O-].C[N+](=O)[O-].C[N+](=O)[O-].C[N+](=O)[O-].Fc1ccccc1
LUMO level: -0.0168 hartree

The Mulliken scheme yields these atomic charges, measured in e: C -0.63; N 0.74; O -0.48; O -0.48; H 0.29; H 0.27; H 0.28; C -0.71; N 0.82; O -0.50; O -0.49; H 0.30; H 0.28; H 0.29; C -0.71; N 0.85; O -0.52; O -0.50; H 0.29; H 0.28; H 0.32; C -0.73; N 0.89; O -0.51; O -0.54; H 0.31; H 0.31; H 0.28; C -0.70; N 0.83; O -0.51; O -0.49; H 0.30; H 0.30; H 0.28; C -0.65; N 0.72; O -0.48; O -0.45; H 0.30; H 0.30; H 0.26; C -0.65; N 0.83; O -0.52; O -0.51; H 0.29; H 0.30; H 0.26; F -0.28; C 0.25; C -0.27; C -0.51; C -0.22; C -0.52; C -0.29; H 0.35; H 0.37; H 0.31; H 0.41; H 0.40

Entry 2:
Density functional theory data (the ωB97M-V functional and the def2-TZVPD basis) for the ion C28H42F2N3O5S2 with charge +1 in a non-equilibrium geometry.

```
! wB97M-V def2-TZVPD RIJCOSX def2/J DEFGRID3
* xyz 1 1
C 1.847 -6.354 0.496
O 2.945 -5.456 0.571
C 2.779 -4.309 -0.232
C 3.704 -3.199 0.255
C 4.419 -2.425 -0.888
C 4.519 -0.909 -0.621
C 3.698 -0.005 -1.581
C 2.285 0.107 -1.190
N 1.611 1.146 -0.772
C 2.253 2.480 -0.735
C 2.937 2.883 0.576
C 2.404 4.100 1.267
N 3.903 2.247 1.087
C 0.199 0.831 -0.437
C -0.050 0.212 0.953
C 0.277 1.028 2.183
C -0.701 1.776 2.855
C -0.385 2.488 4.016
C 0.909 2.445 4.547
C 1.886 1.685 3.902
C 1.562 0.989 2.738
S -0.917 2.283 -0.593
O -2.157 1.967 0.000
O -0.879 2.727 -1.942
F -0.234 3.362 0.265
C -0.210 -0.185 -1.554
C -1.397 -1.121 -1.374
C -2.802 -0.501 -1.609
C -3.717 -0.757 -0.417
C -5.210 -0.579 -0.793
N -5.967 0.203 0.185
C -6.034 -0.443 1.490
C -5.575 1.548 0.278
C -5.628 2.341 -0.999
O -5.266 2.040 1.335
C -0.115 0.336 -3.012
C 0.402 -0.679 -3.975
O -0.077 -1.702 -4.247
F 1.526 -0.285 -4.563
S 1.302 -1.307 -1.350
H 1.260 -6.200 -0.408
H 1.207 -6.255 1.370
H 2.251 -7.360 0.448
H 1.743 -3.973 -0.139
H 2.960 -4.551 -1.285
H 4.423 -3.592 0.963
H 3.097 -2.472 0.798
H 3.929 -2.641 -1.833
H 5.434 -2.805 -0.911
H 5.551 -0.607 -0.766
H 4.291 -0.688 0.419
H 3.732 -0.447 -2.573
H 4.210 0.950 -1.652
H 2.989 2.548 -1.527
H 1.512 3.225 -0.987
H 1.684 3.814 2.030
H 3.216 4.673 1.696
H 1.861 4.716 0.557
H 4.146 1.441 0.507
H 0.482 -0.728 1.066
H -1.102 -0.042 1.009
H -1.724 1.822 2.508
H -1.153 3.060 4.513
H 1.125 2.989 5.453
H 2.891 1.633 4.291
H 2.326 0.395 2.251
H -1.394 -1.621 -0.413
H -1.262 -1.908 -2.113
H -3.255 -0.988 -2.470
H -2.734 0.556 -1.844
H -3.512 -0.080 0.411
H -3.554 -1.765 -0.043
H -5.672 -1.562 -0.829
H -5.291 -0.137 -1.779
H -6.398 -1.460 1.363
H -6.744 0.087 2.111
H -5.074 -0.474 2.005
H -6.613 2.264 -1.444
H -5.382 3.372 -0.781
H -4.876 1.957 -1.684
H 0.488 1.235 -3.068
H -1.114 0.613 -3.335
*
```

Calculated values
LUMO level: -0.1570 hartree

The Mulliken scheme yields these atomic charges, measured in e: C -0.75; O -0.43; C -0.58; C -0.21; C -1.21; C -0.68; C -1.71; C 1.27; N 0.62; C -1.58; C 0.92; C -1.28; N -0.64; C -0.31; C -1.29; C -0.48; C -0.18; C -0.94; C -0.63; C -0.78; C 0.21; S 1.45; O -0.33; O -0.74; F -0.14; C 1.09; C -2.01; C -0.96; C 0.18; C -1.91; N 0.06; C -0.89; C 1.00; C -1.23; O -0.59; C -1.05; C -0.01; O -0.46; F -0.27; S -0.30; H 0.32; H 0.26; H 0.29; H 0.32; H 0.32; H 0.61; H 0.03; H 0.55; H 0.43; H 0.56; H 0.44; H 0.45; H 0.68; H 0.74; H 0.90; H 0.13; H 0.43; H 0.35; H 0.19; H 1.03; H 0.18; H 0.60; H 0.47; H 0.40; H 0.42; H 0.26; H 0.79; H 0.77; H 0.80; H 0.24; H -0.07; H 0.50; H 0.47; H 0.54; H 0.33; H 0.34; H 0.30; H 0.38; H 0.35; H 0.18; H 0.58; H 0.92